Record 1
Molecular formula: C22H25BrMnN5O6Te
Method: DFT, ωB97M-V/def2-TZVPD

HOMO energy (spin up / spin down): -7.49 / -7.49 eV
HOMO-LUMO gap (spin up / spin down): 4.5 / 6.4 eV
maximum force: 2.7 eV Å⁻¹
E: -151611.440 eV
multiplicity: 5
<S²>: 6.136

Geometry as XYZ:
```
61
Properties=species:S:1:pos:R:3:nbo_charge:R:1
Mn -0.44 0.13 -0.09 1.4264
O 4.11 -1.51 -5.24 -0.7156
C 3.42 -0.52 -5.39 0.7654
O 3.34 0.39 -6.20 -0.7239
C 2.35 -0.33 -4.19 -0.0314
C 1.38 0.65 -4.29 -0.2146
C 0.50 0.81 -3.23 0.0237
N 0.58 0.09 -2.12 -0.5851
C 1.51 -0.87 -2.04 0.0376
C 2.41 -1.13 -3.07 -0.1933
C 1.52 -1.68 -0.74 0.7494
O 2.34 -2.55 -0.55 -0.5579
O 0.60 -1.31 0.08 -0.7760
H 1.32 1.26 -5.18 0.2608
H -0.31 1.54 -3.27 0.2008
H 3.14 -1.92 -2.95 0.2750
C 2.09 0.60 2.10 -0.0795
N 1.35 1.33 1.04 -0.5613
C 0.85 2.58 1.65 -0.0831
N 1.91 3.40 2.20 -0.4566
C 2.61 2.62 3.22 -0.0764
N 3.16 1.40 2.66 -0.4532
C 4.09 1.76 1.60 -0.0789
N 3.42 2.52 0.55 -0.4496
C 2.35 1.71 0.01 -0.0807
C 2.85 3.73 1.13 -0.0765
H 2.51 -0.32 1.68 0.2248
H 1.39 0.33 2.90 0.2031
H 0.16 2.33 2.46 0.2023
H 0.31 3.15 0.88 0.2157
H 1.92 2.37 4.02 0.1984
H 3.43 3.23 3.62 0.2057
H 4.53 0.86 1.16 0.2114
H 4.89 2.37 2.02 0.2053
H 2.79 0.80 -0.41 0.2175
H 1.84 2.27 -0.78 0.2114
H 2.33 4.29 0.36 0.2027
H 3.65 4.34 1.54 0.2060
Br -1.89 0.27 2.49 0.0749
C -3.05 1.83 2.34 0.0818
C -3.54 2.41 3.49 -0.2721
C -4.46 3.45 3.37 -0.1835
C -4.90 3.86 2.12 -0.1953
C -4.38 3.28 0.98 -0.1545
C -3.43 2.28 1.08 -0.2213
C -2.82 1.62 -0.13 0.8060
O -3.54 1.07 -0.96 -0.6321
O -1.55 1.64 -0.16 -0.8003
H -3.23 2.04 4.45 0.2356
H -4.84 3.91 4.26 0.2282
H -5.65 4.63 2.04 0.2282
H -4.70 3.59 0.00 0.2356
C -1.46 -3.21 -1.89 -0.9015
Te -2.31 -1.23 -1.62 0.8477
C -3.93 -1.98 -0.39 -0.8645
H -2.09 -3.80 -2.55 0.2380
H -1.35 -3.73 -0.94 0.2357
H -0.49 -3.11 -2.36 0.2462
H -3.56 -2.30 0.58 0.2301
H -4.39 -2.81 -0.90 0.2373
H -4.65 -1.18 -0.27 0.2498
```

Record 2
Molecular formula: C22H25Cl2N4O2RuS2
Method: DFT, ωB97M-V/def2-TZVPD

HOMO energy (spin up / spin down): -13.28 / -13.54 eV
HOMO-LUMO gap (spin up / spin down): 8.0 / 5.7 eV
maximum force: 0.5 eV Å⁻¹
E: -82556.293 eV
charge: +2
multiplicity: 6
<S²>: 8.782

Geometry as XYZ:
```
58
Properties=species:S:1:pos:R:3:nbo_charge:R:1
Ru 0.54 -0.84 -1.09 1.1718
C -4.06 3.72 3.20 -0.6418
C -2.81 3.04 2.72 0.0497
C -1.61 3.74 2.61 -0.1989
C -0.45 3.12 2.20 -0.1867
C -0.49 1.77 1.86 -0.3353
C -1.67 1.04 1.98 -0.1817
C -2.82 1.68 2.40 -0.2122
S 0.96 0.99 1.30 2.3163
O 0.82 -0.46 1.49 -1.0012
O 2.11 1.63 1.87 -0.9165
N 1.02 1.02 -0.32 -0.9846
C 0.89 2.02 -1.27 0.3500
C 0.89 3.39 -1.09 -0.2786
C 0.72 4.18 -2.22 -0.1124
C 0.56 3.59 -3.46 -0.2641
C 0.59 2.21 -3.54 0.0696
N 0.76 1.43 -2.47 -0.5139
H -3.95 4.80 3.22 0.2308
H -4.30 3.39 4.21 0.2427
H -4.91 3.47 2.56 0.2323
H -1.58 4.79 2.88 0.2321
H 0.49 3.66 2.17 0.2412
H -1.67 -0.02 1.77 0.2308
H -3.74 1.12 2.50 0.2271
H 1.02 3.82 -0.11 0.2383
H 0.72 5.26 -2.12 0.2404
H 0.43 4.18 -4.36 0.2461
H 0.48 1.70 -4.49 0.2140
Cl -0.71 -3.39 -1.35 0.0228
C -2.42 -3.03 -1.27 0.0144
C -3.28 -4.09 -1.26 -0.2320
C -4.65 -3.85 -1.20 -0.1064
C -5.14 -2.55 -1.16 -0.2238
C -4.26 -1.48 -1.17 0.0191
Cl -4.90 0.10 -1.11 0.0969
C -2.85 -1.68 -1.23 -0.3246
S -1.81 -0.34 -1.23 0.1842
H -2.90 -5.10 -1.29 0.2524
H -5.34 -4.68 -1.20 0.2500
H -6.20 -2.36 -1.12 0.2593
N 4.80 -2.78 0.84 -0.4936
C 3.91 -3.79 0.16 -0.2423
C 2.56 -3.17 -0.14 -0.2646
N 2.64 -1.92 -0.92 -0.6621
C 3.56 -0.96 -0.26 -0.2784
C 4.94 -1.54 -0.01 -0.2414
H 5.72 -3.18 1.03 0.4514
H 4.40 -2.52 1.75 0.4411
H 3.81 -4.65 0.83 0.2562
H 4.43 -4.10 -0.74 0.2315
H 2.04 -2.93 0.80 0.2373
H 1.96 -3.90 -0.67 0.2472
H 2.98 -2.11 -1.86 0.3980
H 3.10 -0.65 0.68 0.2482
H 3.65 -0.07 -0.88 0.2642
H 5.56 -0.83 0.54 0.2601
H 5.45 -1.84 -0.92 0.2295
```

Record 3
Molecular formula: C22H25ClFN3O4S
Method: DFT, ωB97M-V/def2-TZVPD

SMILES string: O=C(CCNC(=O)C1CCN(S(=O)(=O)c2ccc(F)cc2)CC1)NCc1ccccc1Cl
HOMO energy: -8.93 eV
HOMO-LUMO gap: 9.4 eV
maximum force: 1.0 eV Å⁻¹
E: -61956.736 eV
multiplicity: 1

Geometry as XYZ:
```
57
Properties=species:S:1:pos:R:3:nbo_charge:R:1
O -1.95 -0.72 3.10 -0.6396
C -2.64 -0.91 2.12 0.6793
N -2.71 -0.04 1.10 -0.6210
H -3.15 -0.29 0.22 0.4224
C -1.96 1.20 1.11 -0.2408
C -2.51 2.16 0.09 -0.0920
C -1.72 2.60 -0.96 -0.1312
C -2.22 3.47 -1.91 -0.2277
C -3.53 3.91 -1.83 -0.1993
C -4.34 3.48 -0.79 -0.2311
C -3.83 2.61 0.16 -0.0204
Cl -4.86 2.09 1.45 -0.0018
H -5.36 3.81 -0.71 0.2254
H -3.93 4.59 -2.57 0.2159
H -1.59 3.81 -2.71 0.2165
H -0.70 2.26 -1.01 0.2289
H -0.90 1.03 0.88 0.2174
H -2.03 1.61 2.12 0.2319
C -3.55 -2.14 2.01 -0.5038
H -3.25 -2.81 2.82 0.2246
H -4.57 -1.82 2.20 0.2349
C -3.49 -2.87 0.66 -0.2287
N -2.13 -3.05 0.21 -0.6189
C -1.59 -2.26 -0.75 0.7062
O -2.26 -1.50 -1.41 -0.6451
C -0.08 -2.40 -0.91 -0.3121
C 0.38 -1.64 -2.16 -0.4090
C 1.90 -1.60 -2.25 -0.2339
N 2.49 -1.03 -1.05 -0.6723
S 2.39 0.65 -0.94 2.3235
O 1.22 1.10 -0.25 -0.9668
O 2.63 1.17 -2.25 -0.9354
C 3.82 0.96 0.09 -0.3528
C 3.65 1.48 1.37 -0.1722
C 4.77 1.71 2.16 -0.2721
C 6.02 1.42 1.64 0.4169
C 6.19 0.91 0.36 -0.2813
C 5.07 0.68 -0.42 -0.1446
H 5.15 0.29 -1.42 0.2406
H 7.18 0.70 0.00 0.2380
F 7.10 1.64 2.40 -0.3150
H 4.68 2.11 3.15 0.2381
H 2.66 1.69 1.72 0.2503
C 2.11 -1.72 0.16 -0.2302
C 0.59 -1.79 0.34 -0.4178
H 0.22 -0.78 0.48 0.2387
H 0.36 -2.37 1.23 0.2141
H 2.54 -2.73 0.11 0.2030
H 2.56 -1.19 1.00 0.2202
H 2.31 -2.60 -2.37 0.1968
H 2.22 -0.97 -3.08 0.2411
H -0.01 -0.62 -2.10 0.2299
H -0.04 -2.11 -3.05 0.2245
H 0.19 -3.46 -0.99 0.2091
H -1.52 -3.60 0.80 0.3939
H -3.97 -3.84 0.75 0.2061
H -4.00 -2.30 -0.12 0.2293
```

Record 4
Molecular formula: C22H25ClN8O12P2Ta
Method: DFT, ωB97M-V/def2-TZVPD

HOMO energy: -16.11 eV
HOMO-LUMO gap: 5.6 eV
maximum force: 1.2 eV Å⁻¹
E: -92340.556 eV
charge: +3
multiplicity: 1

Geometry as XYZ:
```
71
Properties=species:S:1:pos:R:3:lowdin_charge:R:1
Ta 0.05 0.74 -0.84 2.0373
C 1.15 -2.69 -3.71 -0.0349
C 1.08 -1.46 -3.07 -0.0461
N 0.34 -1.30 -1.97 -0.0027
C -0.33 -2.37 -1.51 -0.1654
C -0.27 -3.58 -2.19 -0.0031
N 0.46 -3.74 -3.28 0.1561
C -1.06 -2.17 -0.26 -0.1526
C -1.69 -3.20 0.40 0.0955
C -2.34 -2.97 1.61 -0.0773
C -2.33 -1.66 2.09 0.0977
C -1.69 -0.67 1.39 -0.1648
N -1.04 -0.90 0.22 0.0158
C -1.72 0.74 1.79 -0.1636
C -2.34 1.23 2.93 -0.0015
N -2.47 2.53 3.15 0.1614
C -1.98 3.36 2.23 -0.0311
C -1.30 2.89 1.12 -0.0687
N -1.15 1.57 0.91 -0.0074
C -3.02 -4.05 2.34 -0.1793
C -2.52 -5.35 2.30 0.0043
C -3.19 -6.33 3.01 -0.0908
N -4.30 -6.09 3.71 0.1093
C -4.78 -4.85 3.73 -0.0887
C -4.18 -3.79 3.07 0.0069
H 1.77 -2.82 -4.59 0.1378
H 1.63 -0.62 -3.44 0.1188
H -0.83 -4.44 -1.86 0.1350
H -1.70 -4.19 -0.02 0.1272
H -2.82 -1.43 3.03 0.1294
H -2.76 0.57 3.68 0.1364
H -2.12 4.42 2.38 0.1409
H -0.89 3.56 0.38 0.1234
H -1.61 -5.59 1.77 0.1180
H -2.83 -7.35 3.03 0.1254
H -5.70 -4.70 4.29 0.1260
H -4.63 -2.81 3.10 0.1196
C 4.55 2.02 1.81 -0.0244
C 3.49 1.65 0.79 -0.5770
O 4.00 1.43 -0.54 -0.0521
P 2.74 0.03 1.09 0.5626
O 2.09 -0.09 2.49 -0.0286
O 3.83 -1.08 1.03 -0.0097
O 1.63 -0.20 0.06 -0.3549
P 2.22 2.98 0.60 0.4228
O 1.59 3.19 2.03 -0.0763
O 2.80 4.13 -0.08 -0.1959
O 1.08 2.27 -0.22 -0.4318
H 5.35 1.29 1.84 0.1070
H 4.12 2.12 2.81 0.1010
H 4.98 2.99 1.54 0.1124
H 4.79 1.97 -0.66 0.1347
H 2.63 -0.36 3.25 0.1436
H 4.44 -1.09 0.27 0.1404
H 1.81 4.04 2.45 0.1336
C 2.23 4.40 -3.76 0.0049
N 2.01 3.19 -2.96 0.0919
C 1.16 2.24 -3.29 -0.4831
N 0.45 2.28 -4.40 0.2744
O 1.01 1.18 -2.52 -0.2258
H 2.86 5.06 -3.18 0.1071
H 1.28 4.90 -3.96 0.1071
H 2.74 4.16 -4.69 0.1100
H 2.50 3.11 -2.08 0.1062
H 0.54 3.04 -5.06 0.1387
H -0.21 1.54 -4.60 0.1326
O -3.17 0.94 -1.14 -0.2343
Cl -2.40 1.42 -2.23 0.7593
O -1.63 0.32 -2.82 -0.3383
O -3.11 2.20 -3.14 -0.1541
O -1.25 2.25 -1.64 -0.4485
```